ORCA calculation (ωB97M-V/def2-TZVPD) on one molecule with the formula C4H8O2.

```
14
C4H8O2 (ωB97M-V/def2-TZVPD)
H -1.19 -0.74 -1.52
H -2.03 0.86 -1.34
C 0.25 -0.60 1.67
C -0.29 0.59 -0.12
C -1.08 0.33 -1.35
H -0.47 0.73 -2.18
O -0.50 1.76 0.44
H 1.71 0.28 0.45
H 0.99 -0.74 2.46
C 0.79 -0.33 0.34
H 1.48 -1.09 -1.33
H -0.07 1.65 1.33
O 1.00 -1.42 -0.56
H -0.60 -1.27 1.72
```

Summary:
molecular weight = 88.11 g mol⁻¹
E_HOMO (alpha / beta) = -6.956 / -6.991 eV
gap between HOMO and LUMO (alpha / beta) = 7.0 / 7.0 eV

Löwdin atomic charge list, values in e, 4 entries:
1 H 0.098
2 H 0.093
3 C -0.052
4 C -0.266

---

ORCA calculation (ωB97M-V/def2-TZVPD) on C4H8O2 as an isolated structure.

```
14
C4H8O2 (ωB97M-V/def2-TZVPD)
C 2.03 0.04 0.52
C -1.55 0.99 0.24
H -2.13 1.47 -0.56
H 2.44 0.23 -0.48
H 2.75 0.37 1.27
C -0.18 0.41 -0.14
H 1.86 -1.04 0.64
H -1.59 1.57 1.16
H -0.84 -2.24 -1.28
O -2.00 -0.37 0.45
C -0.84 -0.95 0.20
O 0.84 0.79 0.74
H -0.96 -2.19 -2.05
H 0.10 0.54 -1.19
```

Summary:
molecular weight = 88.11 g mol⁻¹
E_HOMO = -8.536 eV
gap between HOMO and LUMO = 9.1 eV

Löwdin atomic charge list, values in e, 4 entries:
1 C -0.093
2 C -0.072
3 H 0.123
4 H 0.091

---

ORCA calculation (ωB97M-V/def2-TZVPD) on one molecule with the formula C4H8O2.

```
14
C4H8O2 (ωB97M-V/def2-TZVPD)
C 0.68 0.44 -0.48
C 2.10 -0.05 -0.42
H -0.75 -0.56 -1.70
H -0.10 -1.59 -0.41
O 0.43 1.63 -0.40
C -0.45 -0.57 -0.64
O -2.21 1.04 -0.15
H 2.23 -0.69 0.47
H 2.35 -0.66 -1.29
H -1.43 -0.27 1.27
C -1.68 -0.21 0.20
H -2.46 -0.96 0.02
H 2.78 0.80 -0.35
H -1.45 1.64 -0.20
```

Summary:
molecular weight = 88.11 g mol⁻¹
SMILES = CC(=O)CCO
E_HOMO = -9.964 eV
gap between HOMO and LUMO = 10.8 eV

Löwdin atomic charge list, values in e, 4 entries:
1 C -0.419
2 C -0.014
3 H 0.135
4 H 0.118

---

ORCA calculation (ωB97M-V/def2-TZVPD) on a 4-piece molecular cluster, C4H8O2 overall in a non-equilibrium geometry.

```
14
C4H8O2 (ωB97M-V/def2-TZVPD)
H 0.43 1.27 -0.52
H 1.45 -0.86 1.30
H -1.68 1.16 -1.51
C -1.82 0.22 -0.96
C 0.12 0.59 0.28
H 1.55 -1.53 0.68
H 0.30 0.26 2.36
C 0.85 0.47 1.45
O -1.21 0.27 0.31
H -2.89 0.06 -0.79
H 1.74 1.08 1.55
O 1.54 -1.29 -1.80
H -1.42 -0.60 -1.56
C 1.04 -1.10 -0.78
```

Summary:
molecular weight = 88.11 g mol⁻¹
E_HOMO = -8.373 eV
gap between HOMO and LUMO = 9.3 eV

Löwdin atomic charge list, values in e, 4 entries:
1 H 0.128
2 H 0.050
3 H 0.095
4 C -0.093

---

ORCA calculation (ωB97M-V/def2-TZVPD) on one molecule with the formula C4H8O2 in a non-equilibrium geometry.

```
14
C4H8O2 (ωB97M-V/def2-TZVPD)
C 0.74 -0.32 -0.30
H 2.66 0.87 -0.35
H 2.82 -0.89 -0.90
O 1.61 -0.46 0.88
H -0.62 0.97 -1.24
H 0.30 -1.32 -0.55
H -2.68 -1.34 0.20
C -1.47 0.21 0.55
H 0.14 1.64 0.25
C 2.19 -0.13 -0.36
H -2.13 1.07 0.95
O -2.20 -0.64 -0.35
C -0.33 0.74 -0.21
H -1.02 -0.41 1.42
```

Summary:
molecular weight = 88.11 g mol⁻¹
SMILES = OCC[C@H]1CO1
E_HOMO = -10.074 eV
gap between HOMO and LUMO = 11.0 eV

Löwdin atomic charge list, values in e, 4 entries:
1 C -0.276
2 H 0.116
3 H 0.122
4 O -0.069

---

ORCA calculation (ωB97M-V/def2-TZVPD) on a 2-piece molecular cluster, C4H8O2 overall.

```
14
C4H8O2 (ωB97M-V/def2-TZVPD)
H -1.11 0.13 -2.72
H 2.31 -0.47 0.39
O -0.62 1.09 -0.19
C 0.77 1.01 0.05
H -2.38 0.41 0.62
C -0.77 -0.87 1.17
H 1.00 1.51 1.00
H 1.27 1.53 -0.76
C 1.25 -0.44 0.11
H 1.13 -0.92 -0.87
H -0.81 -0.46 -2.38
C -1.32 0.18 0.56
H -1.34 -1.56 1.77
O 0.56 -1.18 1.10
```

Summary:
molecular weight = 88.11 g mol⁻¹
SMILES = C1=COCCO1.[H][H]
E_HOMO = -8.297 eV
gap between HOMO and LUMO = 9.4 eV

Löwdin atomic charge list, values in e, 4 entries:
1 H 0.050
2 H 0.131
3 O -0.131
4 C -0.171

---

ORCA calculation (ωB97M-V/def2-TZVPD) on one molecule with the formula C4H8O2 in a non-equilibrium geometry.

```
14
C4H8O2 (ωB97M-V/def2-TZVPD)
H 2.41 -1.19 -0.26
H -0.10 -1.78 -0.46
H 2.47 0.22 0.85
H -0.90 -0.63 -1.49
C -0.49 -0.72 -0.48
H -1.23 -0.03 1.51
O -2.22 1.16 0.18
C -1.66 -0.10 0.51
C 2.14 -0.14 -0.14
H 2.67 0.48 -0.88
C 0.66 0.23 -0.24
H -2.54 -0.76 0.48
O 0.39 1.39 0.01
H -1.59 1.86 0.41
```

Summary:
molecular weight = 88.11 g mol⁻¹
SMILES = CC(=O)CCO
E_HOMO = -9.554 eV
gap between HOMO and LUMO = 10.5 eV

Löwdin atomic charge list, values in e, 4 entries:
1 H 0.074
2 H 0.118
3 H 0.091
4 H 0.113

---

ORCA calculation (ωB97M-V/def2-TZVPD) on one molecule with the formula C4H8O2.

```
14
C4H8O2 (ωB97M-V/def2-TZVPD)
H -2.16 -0.07 1.11
H 1.88 -0.32 -1.13
H -0.80 -0.13 -1.66
H 2.42 -0.88 0.46
O 1.91 1.06 0.43
H 0.24 -1.86 0.13
O -0.96 1.27 -0.08
C 1.69 -0.25 -0.05
H 1.17 1.61 0.16
C -2.02 0.33 0.11
C -0.78 -0.06 -0.57
H -2.92 0.61 -0.43
H 0.06 -0.54 1.29
C 0.28 -0.77 0.24
```

Summary:
molecular weight = 88.11 g mol⁻¹
SMILES = OCC[C@H]1CO1
E_HOMO = -10.140 eV
gap between HOMO and LUMO = 11.2 eV

Löwdin atomic charge list, values in e, 4 entries:
1 H 0.116
2 H 0.118
3 H 0.150
4 H 0.117

---

ORCA calculation (ωB97M-V/def2-TZVPD) on one molecule with the formula C4H8O2.

```
14
C4H8O2 (ωB97M-V/def2-TZVPD)
H -0.13 1.80 0.50
O -1.08 -0.50 -0.20
C 0.41 0.88 0.77
O -0.29 0.22 1.82
H 1.42 1.12 1.09
C 0.32 -0.21 -0.29
H 0.88 -1.05 0.16
H 0.67 -1.07 -2.18
C -1.35 -0.47 1.18
C 0.78 -0.09 -1.72
H -1.40 -1.49 1.58
H -2.30 0.05 1.35
H 1.84 0.16 -1.74
H 0.22 0.64 -2.32
```

Summary:
molecular weight = 88.11 g mol⁻¹
SMILES = C[C@H]1COCO1
E_HOMO = -9.769 eV
gap between HOMO and LUMO = 10.9 eV

Löwdin atomic charge list, values in e, 4 entries:
1 H 0.133
2 O -0.068
3 C -0.140
4 O -0.101

---

ORCA calculation (ωB97M-V/def2-TZVPD) on a 3-piece molecular cluster, C4H8O2 overall.

```
14
C4H8O2 (ωB97M-V/def2-TZVPD)
O 1.88 1.23 0.12
H 2.28 -0.62 -0.61
H -0.48 -0.85 2.03
H 0.71 0.23 -1.20
H -1.81 3.08 -0.44
O -1.55 1.22 -1.17
H -0.15 2.24 -0.12
C 1.62 0.27 -0.57
H 0.70 -2.83 1.11
C -1.16 2.19 -0.57
H -0.21 -2.62 -0.49
C -0.03 -2.27 0.52
H -1.38 -0.64 0.42
C -0.66 -1.21 1.02
```

Summary:
molecular weight = 88.11 g mol⁻¹
SMILES = C=C.C=O.C=O
E_HOMO = -9.784 eV
gap between HOMO and LUMO = 10.6 eV

Löwdin atomic charge list, values in e, 4 entries:
1 O -0.030
2 H 0.083
3 H 0.059
4 H 0.068

---

What did the fourth record say?
ORCA calculation (ωB97M-V/def2-TZVPD) on a 4-piece molecular cluster, C4H8O2 overall in a non-equilibrium geometry.

```
14
C4H8O2 (ωB97M-V/def2-TZVPD)
H 0.43 1.27 -0.52
H 1.45 -0.86 1.30
H -1.68 1.16 -1.51
C -1.82 0.22 -0.96
C 0.12 0.59 0.28
H 1.55 -1.53 0.68
H 0.30 0.26 2.36
C 0.85 0.47 1.45
O -1.21 0.27 0.31
H -2.89 0.06 -0.79
H 1.74 1.08 1.55
O 1.54 -1.29 -1.80
H -1.42 -0.60 -1.56
C 1.04 -1.10 -0.78
```

Summary:
molecular weight = 88.11 g mol⁻¹
E_HOMO = -8.373 eV
gap between HOMO and LUMO = 9.3 eV

Löwdin atomic charge list, values in e, 4 entries:
1 H 0.128
2 H 0.050
3 H 0.095
4 C -0.093

---

Look up the molecular weight of the tenth one.
88.11 g mol⁻¹

---

Which value of molecular weight does entry 6 give?
88.11 g mol⁻¹

---

What is the molecular weight in the fifth record?
88.11 g mol⁻¹